No. 1
The following is a DFT calculation (ωB97M-V/def2-TZVPD) of a 2-piece molecular cluster, C4H12OS2 overall at a distorted geometry.

Last column: Mulliken charge in e.
Positions of all 19 atoms, in Å:
C 1.119 1.091 -2.825  -1.194
C 1.203 1.646 -1.405  -0.240
C 0.206 0.984 -0.408  -0.267
S -0.383 -0.726 -0.604  -0.125
S -1.018 -1.163 1.330  -0.109
C -2.821 -0.981 0.881  -0.773
H 0.103 1.161 -3.229  0.316
H 1.880 1.524 -3.469  0.361
H 1.374 0.018 -2.745  0.303
H 2.176 1.312 -1.053  0.150
H 1.031 2.706 -1.194  0.339
H 0.758 0.887 0.513  0.105
H -0.648 1.662 -0.246  0.323
H -2.916 0.084 0.628  0.247
H -3.063 -1.581 0.011  0.289
H -3.456 -1.052 1.776  0.311
O 2.603 0.741 1.650  -0.589
H 2.466 0.475 2.550  0.273
H 3.547 0.934 1.619  0.280

Output
SMILES string: CCCSSC.O
gap between HOMO and LUMO: 8.9 eV
net charge: 0
highest occupied orbital energy: -8.34 eV
ΔE to the lowest compared entry with this formula, charge and spin: 17.0 kcal per mole
multiplicity: 1

No. 2
The following is a DFT calculation (ωB97M-V/def2-TZVPD) of a 2-piece molecular cluster, C4H12OS2 overall at a distorted geometry.

Last column: Mulliken charge in e.
Positions of all 19 atoms, in Å:
C 0.729 2.431 -0.816  -1.317
C 0.597 1.200 0.104  0.246
C -0.616 1.135 1.020  -0.616
S -2.091 0.280 0.388  -0.069
S -1.709 -1.495 -0.433  -0.068
C -1.455 -2.882 0.854  -0.739
H 0.805 3.257 -0.238  0.388
H 1.516 2.347 -1.487  0.403
H -0.182 2.480 -1.393  0.318
H 0.608 0.288 -0.525  -0.452
H 1.602 1.018 0.562  0.501
H -0.307 0.628 2.015  0.246
H -1.043 2.137 1.356  0.322
H -1.766 -3.846 0.447  0.309
H -0.365 -2.838 0.956  0.237
H -1.941 -2.802 1.905  0.268
O 1.623 -1.398 -1.614  -0.606
H 2.516 -1.281 -1.993  0.265
H 1.480 -0.660 -1.108  0.363

Output
SMILES string: CCCSSC.O
gap between HOMO and LUMO: 9.4 eV
net charge: 0
highest occupied orbital energy: -8.67 eV
ΔE to the lowest compared entry with this formula, charge and spin: 31.4 kcal per mole
multiplicity: 1

No. 3
The following is a DFT calculation (ωB97M-V/def2-TZVPD) of a 2-piece molecular cluster, C4H12S overall at a distorted geometry.

Last column: Mulliken charge in e.
Positions of all 17 atoms, in Å:
C -0.917 0.550 -1.819  -1.110
C -1.646 -0.537 -1.076  -0.302
S -0.867 -2.182 -1.216  -0.253
H -0.883 1.514 -1.311  0.290
H -1.420 0.814 -2.753  0.324
H 0.115 0.373 -2.121  0.344
H -1.623 -0.294 -0.015  0.187
H -2.696 -0.617 -1.360  0.366
H -1.922 -2.984 -0.990  0.112
C 2.086 0.247 1.165  -0.832
C 0.870 0.598 2.002  -0.414
H 2.170 -0.839 1.074  0.251
H 2.051 0.700 0.168  0.232
H 2.991 0.650 1.621  0.328
H 0.956 0.049 2.943  0.300
H -0.034 0.292 1.464  -0.105
H 0.767 1.663 2.226  0.282

Output
SMILES string: CCS.CC
gap between HOMO and LUMO: 9.9 eV
net charge: 0
highest occupied orbital energy: -8.99 eV
ΔE to the lowest compared entry with this formula, charge and spin: 5.4 kcal per mole
multiplicity: 1

No. 4
The following is a DFT calculation (ωB97M-V/def2-TZVPD) of a 2-piece molecular cluster, C4H12S overall at a distorted geometry.

Last column: Mulliken charge in e.
Positions of all 17 atoms, in Å:
C 1.510 -0.390 2.073  -1.096
C 0.806 0.551 1.092  0.181
S -1.024 0.612 1.289  -0.258
H 2.178 -1.053 1.534  0.318
H 0.796 -1.071 2.530  0.326
H 1.980 0.148 2.888  0.302
H 1.128 1.584 1.072  0.383
H 0.888 0.150 0.093  -0.232
H -1.165 0.278 2.559  0.094
C 0.073 -0.424 -2.115  -0.686
C -0.473 -0.799 -3.503  -0.945
H -0.745 -0.032 -1.522  0.145
H 0.500 -1.302 -1.634  0.318
H 0.918 0.253 -2.231  0.337
H -1.563 -0.760 -3.506  0.281
H -0.267 -1.829 -3.798  0.266
H -0.161 -0.140 -4.309  0.267

Output
SMILES string: CCS.CC
gap between HOMO and LUMO: 9.9 eV
net charge: 0
highest occupied orbital energy: -8.93 eV
ΔE to the lowest compared entry with this formula, charge and spin: 9.3 kcal per mole
multiplicity: 1

No. 5
The following is a DFT calculation (ωB97M-V/def2-TZVPD) of a 2-piece molecular cluster, C4H12S overall at a distorted geometry.

Last column: Mulliken charge in e.
Positions of all 17 atoms, in Å:
C 1.358 -0.774 1.173  -0.733
S 1.472 -2.575 0.969  -0.078
C 0.540 -2.856 -0.497  -0.882
H 1.632 -0.309 0.262  0.229
H 0.272 -0.565 1.304  0.198
H 1.784 -0.554 2.126  0.346
H 0.477 -3.874 -0.625  0.350
H 0.859 -2.373 -1.424  0.286
H -0.510 -2.606 -0.322  0.276
C -1.017 1.527 -0.938  -0.776
C -0.826 2.558 0.190  -0.697
H -1.867 1.811 -1.699  0.315
H -0.156 1.204 -1.337  0.265
H -1.586 0.625 -0.499  0.175
H -1.515 3.328 -0.306  0.253
H -1.213 2.399 1.263  0.248
H 0.298 3.033 0.359  0.226

Output
SMILES string: CSC.CC
gap between HOMO and LUMO: 9.4 eV
net charge: 0
highest occupied orbital energy: -8.39 eV
ΔE to the lowest compared entry with this formula, charge and spin: 38.6 kcal per mole
multiplicity: 1

No. 6
The following is a DFT calculation (ωB97M-V/def2-TZVPD) of a 2-piece molecular cluster, C4H12S overall at a distorted geometry.

Last column: Mulliken charge in e.
Positions of all 17 atoms, in Å:
C -0.051 -0.616 1.944  -1.113
C 1.313 -1.160 1.539  -0.141
C 2.384 -1.044 2.619  -1.134
H -0.442 -1.169 2.792  0.386
H -0.736 -0.733 1.110  0.266
H -0.014 0.452 2.171  0.304
H 1.650 -0.638 0.645  0.232
H 1.180 -2.203 1.234  0.279
H 3.277 -1.567 2.291  0.319
H 2.603 -0.003 2.878  0.311
H 2.033 -1.489 3.546  0.307
C -0.369 1.611 -1.681  -0.656
S -1.652 0.509 -2.258  -0.200
H 0.059 1.314 -0.726  0.138
H 0.456 1.647 -2.380  0.270
H -0.682 2.644 -1.548  0.320
H -2.701 1.207 -1.819  0.111

Output
SMILES string: CCC.CS
gap between HOMO and LUMO: 10.1 eV
net charge: 0
highest occupied orbital energy: -9.10 eV
ΔE to the lowest compared entry with this formula, charge and spin: 2.1 kcal per mole
multiplicity: 1

No. 7
The following is a DFT calculation (ωB97M-V/def2-TZVPD) of a 2-piece molecular cluster, C4H12S2 overall at a distorted geometry.

Last column: Mulliken charge in e.
Positions of all 18 atoms, in Å:
C -2.884 -0.240 -1.998  -0.776
S -2.026 -1.465 -0.873  -0.374
S -2.437 -0.312 1.160  -0.532
H -3.811 -0.761 -2.200  0.237
H -2.914 0.764 -1.532  0.253
H -2.220 -0.217 -2.878  0.224
H -3.674 0.022 0.792  0.010
C 0.749 0.686 1.207  -0.882
C 1.873 0.531 0.134  -0.289
C 2.896 -0.545 0.553  -1.003
H 1.204 0.807 2.196  0.323
H 0.150 1.568 1.015  0.350
H 0.189 -0.247 1.084  0.047
H 1.406 0.361 -0.827  0.272
H 2.299 1.539 0.071  0.289
H 3.621 -0.846 -0.205  0.312
H 2.245 -1.393 0.779  0.270
H 3.334 -0.254 1.523  0.269

Output
expectation value of S²: 0.754
gap between HOMO and LUMO (spin up / spin down): 4.6 / 6.7 eV
net charge: -1
highest occupied orbital energy (spin up / spin down): -0.82 / -2.96 eV
ΔE to the lowest compared entry with this formula, charge and spin: 0.0 kcal per mole
multiplicity: 2

No. 8
The following is a DFT calculation (ωB97M-V/def2-TZVPD) of a 2-piece molecular cluster, C4H12S2 overall at a distorted geometry.

Last column: Mulliken charge in e.
Positions of all 18 atoms, in Å:
C -1.324 -2.606 2.206  -1.261
C -1.309 -1.591 1.048  -0.896
S -2.804 -0.540 0.988  -0.233
H -0.314 -2.711 2.628  0.404
H -1.865 -2.192 3.053  0.280
H -1.698 -3.594 1.962  0.366
H -1.322 -2.114 0.108  0.462
H -0.398 -0.986 1.112  -0.026
H -2.399 0.281 2.008  0.299
C 3.154 1.172 -2.353  -0.822
S 2.228 1.184 -0.790  -0.328
C 0.664 1.922 -1.387  -1.016
H 4.032 0.545 -2.214  0.284
H 2.535 0.822 -3.179  0.265
H 3.442 2.190 -2.592  0.269
H 0.556 2.898 -0.923  0.347
H -0.170 1.316 -1.074  0.347
H 0.747 1.997 -2.462  0.259

Output
expectation value of S²: 0.751
gap between HOMO and LUMO (spin up / spin down): 1.9 / 8.1 eV
net charge: -1
highest occupied orbital energy (spin up / spin down): 1.06 / -5.20 eV
ΔE to the lowest compared entry with this formula, charge and spin: 26.2 kcal per mole
multiplicity: 2

no.,E (Ha)
1,-1031.19079
2,-1031.16778
3,-557.76182
4,-557.75556
5,-557.70889
6,-557.76705
7,-955.94738
8,-955.90557